Run 1
21
Properties=species:S:1:pos:R:3:mulliken_charge:R:1 method="wB97M-V/def2-TZVPD" smiles="CCCCNC=O.O" e_homo_ha=-0.353 total_charge=0 gap_ev=10.45
C -1.954 -1.914 0.111 -1.112
O 2.370 -2.704 -1.047 -0.553
H 1.496 0.466 -1.179 0.395
H 1.700 -0.580 1.169 0.232
H 0.520 6.722 2.460 0.321
H -2.540 -0.147 -0.961 0.310
C -0.514 0.163 -0.375 -0.617
H -1.413 -1.179 -1.848 0.336
H 0.817 -1.076 -1.578 0.309
N 1.540 -1.063 0.300 -0.159
H -2.682 -2.558 -0.368 0.340
H 2.368 -2.858 0.943 0.364
C 0.876 -0.330 -0.785 -0.582
H -0.640 0.326 0.693 0.376
H -0.639 1.132 -0.864 0.296
C -1.643 -0.769 -0.861 -0.496
O 0.871 6.114 1.806 -0.642
H -1.091 -2.530 0.338 0.271
H 0.763 6.541 0.953 0.321
C 2.139 -2.248 0.054 -0.028
H -2.345 -1.507 1.039 0.319

***

Run 2
21
Properties=species:S:1:pos:R:3:mulliken_charge:R:1 method="wB97M-V/def2-TZVPD" smiles="CCC[C@H](N)C=O.O" e_homo_ha=-0.356 total_charge=0 gap_ev=10.41
C -0.149 -0.906 1.150 -0.765
H 1.433 0.534 1.410 0.283
O -3.221 -0.791 0.419 -0.423
C -2.439 0.093 0.495 -0.154
H -1.314 1.304 -2.820 0.331
H 2.765 -1.710 -0.302 0.329
H 1.245 -0.768 -1.056 0.239
H -0.623 1.745 1.009 0.302
H -0.436 -1.868 0.992 0.402
C 2.087 -0.788 -0.308 -0.876
H -2.720 1.113 1.028 0.203
H 0.564 1.337 -0.188 0.249
H -0.700 -0.598 2.081 0.374
H 1.937 -0.931 1.849 0.624
C 1.425 -0.565 1.083 -0.886
H 2.822 0.127 -0.510 0.197
O -0.560 0.684 -3.018 -0.685
H -1.055 -0.532 -0.927 0.365
C -0.912 -0.095 0.103 0.182
N -0.362 1.329 0.014 -0.636
H 0.214 1.286 -2.503 0.346

***

Run 3
21
Properties=species:S:1:pos:R:3:mulliken_charge:R:1 method="wB97M-V/def2-TZVPD" smiles="C=C/C(N)=C/C.O.O" e_homo_ha=-0.308 total_charge=0 gap_ev=9.05
H -1.977 0.747 -2.212 0.360
H -1.535 1.946 -0.846 0.214
H 2.577 0.784 -0.049 0.196
H 1.829 -3.269 0.510 0.308
C 1.466 -2.527 -0.221 -0.762
O -0.313 2.620 1.812 -0.612
H -1.451 -0.967 2.142 0.343
C -1.198 1.183 -1.577 -1.238
N 1.672 0.764 -0.567 -0.428
C -0.657 -0.042 -0.810 -0.280
H -0.535 1.869 -2.199 0.294
H -0.046 2.520 0.940 0.286
H 1.737 1.288 -1.426 0.205
O -1.724 -1.987 2.053 -0.674
H -0.977 3.298 1.699 0.324
C 0.619 -0.125 -0.484 0.530
C 0.986 -1.344 0.306 -0.916
H -0.932 -2.352 1.359 0.374
H -1.429 -0.617 -0.539 0.520
H 0.719 -1.090 1.328 0.638
H 1.168 -2.701 -1.219 0.319

***

Which of them is the most stable, and which is the least stable? run 1 and run 3, in that order.

***

Run 1
21
Properties=species:S:1:pos:R:3:mulliken_charge:R:1 method="wB97M-V/def2-TZVPD" smiles=N[C@@H](CO)CCCO e_homo_ha=-0.334 total_charge=0 gap_ev=10.08
H 3.158 -0.829 0.751 0.320
H 2.095 0.593 0.885 0.314
C 0.236 0.001 -0.900 -0.699
C -0.904 0.454 0.173 0.091
C 1.098 -1.095 -0.295 -0.498
H -0.513 0.712 1.211 0.249
O 3.134 0.079 -1.019 -0.524
H 0.776 1.004 -1.155 0.335
O -2.374 -0.205 1.871 -0.487
H 3.718 0.747 -0.950 0.246
H -3.223 -0.433 1.931 0.264
H -2.031 2.343 0.201 0.229
H -1.538 -1.627 0.652 0.247
H 0.804 -1.792 0.500 0.397
H 1.428 -1.782 -1.218 0.234
C 2.339 -0.269 0.251 -0.514
N -1.339 1.794 -0.293 -0.581
H -0.476 -0.155 -1.806 0.370
H -1.616 1.648 -1.231 0.222
C -1.965 -0.635 0.551 -0.542
H -2.808 -0.555 -0.109 0.326

***

Run 2
21
Properties=species:S:1:pos:R:3:mulliken_charge:R:1 method="wB97M-V/def2-TZVPD" smiles="C=CC[C@H](N)CO.O" e_homo_ha=-0.351 total_charge=0 gap_ev=10.33
H 1.440 -0.625 -1.923 0.468
H -1.946 1.237 0.609 0.395
H 0.751 1.732 -1.650 0.235
C -0.039 0.538 -0.198 0.294
H -0.538 2.123 1.167 0.304
H 1.742 1.532 -0.346 0.238
C -0.980 1.634 0.298 -0.813
C -0.770 -2.385 1.272 -0.724
H -1.931 2.427 -1.233 0.341
H -0.265 -2.892 0.462 0.293
N 1.086 1.062 -0.965 -0.605
H -1.539 -2.970 1.776 0.262
H 1.915 -1.688 -2.956 0.288
H -0.580 -0.135 -0.873 0.248
O -1.186 2.668 -0.664 -0.548
O 1.557 -1.584 -2.062 -0.642
H 1.001 0.418 1.641 0.415
H -1.066 -0.703 2.467 0.337
C 0.532 -0.304 0.957 -0.909
C -0.500 -1.150 1.661 -0.293
H 1.316 -0.936 0.559 0.415

***

Which of them is the most stable, and which is the least stable? run 2 and run 1, in that order.

***

Run 1
21
Properties=species:S:1:pos:R:3:mulliken_charge:R:1 method="wB97M-V/def2-TZVPD" smiles="C=CCNC=C.O.O" e_homo_ha=-0.294 total_charge=0 gap_ev=8.50
H -2.960 0.019 2.935 0.326
C -0.173 -0.282 -3.027 -0.861
O -1.858 6.513 0.837 -0.642
C 0.924 -1.992 0.639 0.138
O -2.284 0.572 3.366 -0.638
H 1.028 -1.952 -2.385 0.305
C 1.119 -3.278 0.864 -0.814
C 0.724 -0.914 -2.290 0.118
H 2.621 -1.878 -0.669 0.365
H 0.030 -1.515 1.023 0.351
H 1.999 -3.846 0.586 0.238
H 2.476 -0.545 0.501 0.327
H 1.017 0.539 -0.890 0.242
H -0.700 -0.592 -3.912 0.281
C 1.918 -1.211 -0.170 -0.844
H -2.727 1.338 3.748 0.313
H 0.479 -3.898 1.486 0.258
H -0.337 0.757 -2.744 0.186
N 1.398 -0.327 -1.206 -0.293
H -2.348 5.814 1.292 0.319
H -2.347 6.679 0.016 0.323

***

Run 2
21
Properties=species:S:1:pos:R:3:mulliken_charge:R:1 method="wB97M-V/def2-TZVPD" e_homo_ha="-0.318 / -0.318" total_charge=0 gap_ev="8.38 / 8.38"
H -0.897 2.537 1.436 0.331
C 0.052 -0.722 1.020 0.584
H 2.156 -1.939 -1.661 0.235
H -1.055 3.349 -0.134 0.332
H 0.077 0.342 -1.405 0.386
O -0.968 0.925 -1.471 -0.591
H 1.965 -0.178 0.984 0.281
O 1.073 -0.318 -1.017 -0.665
C 1.141 -1.527 -1.717 -0.624
C -0.619 -1.857 1.092 -0.939
H 1.079 0.481 2.300 0.261
H 0.414 2.425 0.240 0.274
H -0.149 -2.723 1.540 0.317
H -1.592 -1.976 0.642 0.348
H -2.383 1.155 -0.035 0.361
H -0.804 0.247 0.533 -0.279
C -1.307 1.232 -0.243 0.396
H 0.453 -2.278 -1.291 0.237
C -0.669 2.462 0.371 -1.112
H 0.878 -1.404 -2.776 0.266
N 1.156 -0.235 1.593 -0.399

***

Run 3
21
Properties=species:S:1:pos:R:3:mulliken_charge:R:1 method="wB97M-V/def2-TZVPD" smiles="CC(C)N(C)C=O.O" e_homo_ha=-0.352 total_charge=0 gap_ev=10.00
C -1.318 1.686 -1.323 -0.007
O -0.856 2.754 -0.978 -0.510
H 1.302 1.923 0.068 0.356
C 1.140 0.851 0.037 -1.441
H 2.830 -4.931 0.995 0.318
H 2.924 -3.513 0.388 0.308
H -0.631 0.842 2.648 0.370
C -0.257 0.496 0.536 0.318
H -0.171 2.305 1.691 0.319
C -0.744 1.381 1.707 -1.426
N -1.299 0.552 -0.546 0.010
H -0.399 -1.193 -1.465 0.304
H 1.905 0.476 0.722 0.425
H -1.784 1.686 1.650 0.348
H -2.086 -1.392 -0.932 0.298
C -1.347 -0.679 -1.318 -1.056
H -0.254 -0.544 0.854 0.527
O 3.395 -4.189 0.834 -0.626
H -1.855 1.631 -2.276 0.404
H 1.258 0.426 -0.959 0.358
H -1.752 -0.570 -2.333 0.402

***

Which of them is the most stable, and which is the least stable? run 3 and run 2, in that order.

***

Run 1
21
Properties=species:S:1:pos:R:3:mulliken_charge:R:1 method="wB97M-V/def2-TZVPD" e_homo_ha=-0.270 total_charge=0 gap_ev=4.50
C -0.341 1.006 -0.182 -0.907
H -0.239 -2.161 0.173 0.332
H 2.122 -1.126 1.172 0.231
C 0.356 -0.169 0.509 0.297
H -0.976 0.615 -0.996 0.241
C 3.991 0.122 -0.319 -1.029
C 2.734 0.702 0.119 0.082
H -4.502 1.124 -0.188 0.218
H 4.851 0.715 0.014 0.330
H 2.308 1.564 -0.274 0.355
C 1.697 -0.194 0.646 -0.102
O -3.602 0.972 0.023 -0.783
H 4.142 -0.709 0.364 0.331
H 0.414 1.759 -0.529 0.303
H -1.424 -1.112 0.629 0.367
H 4.051 -0.010 -1.395 0.281
O -2.718 -0.993 -1.001 -0.921
H -3.284 -1.511 -1.605 0.153
H -0.960 1.535 0.542 0.324
H -3.203 0.125 -0.575 0.408
N -0.480 -1.349 0.836 -0.510

***

Run 2
21
Properties=species:S:1:pos:R:3:mulliken_charge:R:1 method="wB97M-V/def2-TZVPD" smiles="C=C/C=C/NC.O.O" e_homo_ha=-0.269 total_charge=0 gap_ev=7.75
N -0.477 -1.278 -1.603 -0.298
C 0.083 -0.554 0.618 -0.405
H -0.498 -1.705 -3.498 0.327
H -0.714 0.937 2.660 0.286
H 0.405 -3.017 -2.423 0.323
C 0.384 -0.771 2.075 -0.163
H -0.628 -0.252 -1.754 0.277
C 0.097 -1.502 -0.356 -0.061
O 0.737 2.293 0.624 -0.636
H -0.359 0.342 0.514 0.293
H -0.759 2.386 0.012 0.384
H 1.379 1.926 -0.001 0.321
H 1.045 3.183 0.695 0.276
H -2.134 3.183 -0.467 0.309
O -1.521 2.347 -0.612 -0.676
H 1.202 -1.454 -3.052 0.221
H 0.242 0.006 4.059 0.207
C 0.208 -1.981 -2.762 -0.818
H 0.445 -2.480 -0.133 0.343
C -0.045 0.158 2.956 -0.704
H 0.908 -1.767 2.448 0.194

***

Which of them is the most stable, and which is the least stable? run 2 and run 1, in that order.